Below is an isolated molecule of C4H12N2O, with properties calculated with ωB97M-V/def2-TZVPD.

```
19
Properties=species:S:1:pos:R:3:mulliken_charge:R:1
C 1.084 1.535 -0.361 -1.42
C 0.338 0.412 0.347 0.22
C 1.129 -0.075 1.546 -0.50
O 1.083 0.842 2.634 -0.51
N -0.006 -0.658 -0.556 -0.41
C -1.424 -0.884 -0.751 -0.45
N -1.661 -1.689 -1.935 -0.58
H 0.548 1.854 -1.256 0.35
H 2.084 1.215 -0.655 0.32
H 1.183 2.431 0.246 0.41
H -0.564 0.852 0.792 0.22
H 0.757 -1.026 1.908 0.35
H 2.182 -0.229 1.273 0.29
H 0.949 1.722 2.257 0.31
H 0.438 -1.533 -0.322 0.27
H -1.916 0.092 -0.801 0.31
H -1.885 -1.378 0.125 0.33
H -1.928 -1.122 -2.725 0.24
H -2.392 -2.363 -1.766 0.24
```

Results
- LUMO energy: 0.95 eV
- Energy relative to the best compared isomer or geometry (same formula, charge and spin): 35.19 kcal per mole
- Total charge: 0
- HOMO: -8.79 eV
- Spin multiplicity: 1